No. 1
# CH6O

A cluster of 2 separate species, CH6O in total at a distorted geometry (ωB97M-V/def2-TZVPD, the Open Molecules 2025 dataset).

```
8
CH6O | the Open Molecules 2025 dataset | ωB97M-V/def2-TZVPD
O 0.72 -4.11 1.44
H 0.05 -4.54 0.85
H 0.23 -3.92 2.28
H -0.97 -0.03 0.53
H -0.16 -0.16 -1.08
H 0.47 0.98 0.15
H 0.66 -0.79 0.40
C 0.00 0.00 0.00
```

Computed properties:
**Orbital gap**: 12.5 eV
**SMILES**: C.O
**Total charge**: 0
**Spin multiplicity**: 1
**HOMO energy**: -11.60 eV

Results of the natural (NBO) charge analysis, in e, for atoms 1 through 5: -0.9405 0.4704 0.4703 0.2094 0.2117

=====

No. 2
# C21H36N3O3V

A structure of composition C21H36N3O3V (ωB97M-V/def2-TZVPD, the Open Molecules 2025 dataset).

```
64
C21H36N3O3V | the Open Molecules 2025 dataset | ωB97M-V/def2-TZVPD
O 0.40 -0.40 -1.61
C -1.85 -2.52 -1.06
C 0.40 -3.29 0.93
H 0.62 6.55 3.06
O 3.06 3.14 1.74
H -0.98 5.84 2.89
H -1.61 7.36 -0.54
C -0.76 5.39 -0.40
C -1.00 0.96 -3.03
C -1.39 6.62 0.24
H -3.04 0.77 3.16
C 0.53 4.93 1.67
H -3.56 -0.18 -0.92
N 2.19 -0.14 0.51
H 3.76 1.28 0.26
H 0.90 -0.24 3.43
H 2.43 -1.06 0.85
H 1.30 2.13 -1.92
C -0.38 3.15 0.37
N -0.33 2.01 0.17
H 0.75 -3.35 -0.10
H -1.71 0.19 -3.34
H -0.93 8.07 1.78
C -3.45 0.03 0.14
C -2.24 -0.65 0.71
C 0.39 0.35 -2.77
V -0.08 -0.03 0.28
H 0.62 -0.31 -3.63
H -2.34 6.34 0.70
C -2.00 0.86 2.83
H -1.89 1.82 2.34
H -0.98 1.74 -3.79
H 1.49 5.19 1.20
H -4.38 -0.28 0.64
C 2.44 2.06 1.79
H 3.78 0.41 1.78
H -1.46 4.90 -1.09
H -2.75 -2.15 -1.54
H -1.98 -3.59 -0.89
H 2.24 -0.19 -0.51
C -1.61 -0.29 1.95
O 1.38 1.80 2.41
H 1.48 2.02 -3.68
C 3.12 0.88 1.05
C -0.54 -2.13 1.12
H 0.45 7.58 0.82
C 1.47 1.44 -2.76
H -3.37 1.12 0.24
C -0.57 -1.21 2.20
H -0.21 -1.30 4.31
H 2.45 0.99 -2.63
H 1.07 -2.00 3.34
H -1.37 0.89 3.72
H 0.74 4.12 2.36
N -0.39 4.44 0.63
C -0.09 6.15 2.33
C -0.46 7.21 1.30
H -1.02 -2.38 -1.76
H 0.13 5.68 -0.98
H 1.27 -3.22 1.58
C 0.35 -1.18 3.38
H -0.09 -4.25 1.15
C -1.57 -1.79 0.22
H -1.37 1.39 -2.09
```

Computed properties:
**Orbital gap (spin up / spin down)**: 5.6 / 4.9 eV
**Total charge**: -1
**⟨S²⟩**: 0.76
**Spin multiplicity**: 2
**HOMO energy (spin up / spin down)**: -2.67 / -1.99 eV

Results of the natural (NBO) charge analysis, in e, for atoms 1 through 5: -0.9029 -0.6246 -0.6147 0.2127 -0.7810

=====

No. 3
# C4H7NO2

An isolated molecule of C4H7NO2 (ωB97M-V/def2-TZVPD, the Open Molecules 2025 dataset).

```
14
C4H7NO2 | the Open Molecules 2025 dataset | ωB97M-V/def2-TZVPD
H -1.49 -1.45 1.08
O 1.59 -1.55 -1.13
C 0.98 -0.50 -1.17
H -1.91 -1.00 -0.56
H -0.77 -2.33 -0.32
O -0.93 2.09 0.12
C 1.00 0.75 0.70
N -0.39 0.91 0.64
C -1.07 -1.35 0.07
H 1.56 1.42 0.02
H 1.22 0.27 -1.91
H 1.53 0.53 1.62
H -1.30 2.45 0.93
C -0.02 -0.25 -0.08
```

Computed properties:
**Orbital gap**: 10.2 eV
**SMILES**: C[C@]1(C=O)CN1O
**Total charge**: 0
**Spin multiplicity**: 1
**HOMO energy**: -9.31 eV

Results of the natural (NBO) charge analysis, in e, for atoms 1 through 5: 0.2254 -0.5492 0.3891 0.2215 0.2321

=====

No. 4
# C5H10N5

A cluster of 2 separate species, C5H10N5 in total at a distorted geometry (ωB97M-V/def2-TZVPD, the Open Molecules 2025 dataset).

```
20
C5H10N5 | the Open Molecules 2025 dataset | ωB97M-V/def2-TZVPD
H -1.52 0.87 1.23
H 0.35 2.94 0.92
C 1.00 2.05 0.81
H -0.26 2.17 -1.46
H 1.98 2.19 0.03
H 1.53 1.83 1.75
H -1.29 -0.62 0.54
H -0.46 0.39 -1.76
C -0.77 0.19 1.17
H -1.56 1.40 -0.67
C -0.58 1.17 -1.01
C 0.21 -1.97 -0.62
N -0.59 -2.09 -1.67
N 1.31 -0.08 -0.12
H 1.72 -0.80 0.47
C 0.25 0.80 0.26
N -0.95 -3.37 -1.58
N 0.43 -3.02 0.13
H -0.42 -0.14 2.13
N -0.36 -3.93 -0.53
```

Computed properties:
**Orbital gap**: 8.8 eV
**Total charge**: -1
**Spin multiplicity**: 1
**HOMO energy**: -5.30 eV

Results of the natural (NBO) charge analysis, in e, for atoms 1 through 5: 0.1841 0.1995 -0.6062 0.1807 0.2179

=====

No. 5
# C21H47INNbO7P

A structure of composition C21H47INNbO7P at a distorted geometry (ωB97M-V/def2-TZVPD, the Open Molecules 2025 dataset).

```
79
C21H47INNbO7P | the Open Molecules 2025 dataset | ωB97M-V/def2-TZVPD
H 1.93 -0.62 0.92
H 0.54 -1.69 1.40
C -3.83 1.54 4.88
H -4.78 2.16 5.00
H -2.33 1.76 -1.91
H 0.35 2.26 1.98
H 1.02 -2.74 -0.46
H -0.49 3.50 0.34
H -4.08 2.07 2.21
Nb -0.45 0.21 -0.43
H 2.32 -3.73 3.87
C -2.40 0.60 1.85
C -4.08 0.10 4.23
H -2.28 -0.52 1.94
O -1.78 1.26 0.76
C 3.28 -4.51 -0.04
P 1.09 2.29 -0.79
H 2.43 3.46 -5.04
H -4.81 -1.44 0.69
H -1.21 1.14 -4.45
H -1.42 -2.36 -1.36
O 2.59 2.10 0.03
H 3.11 -2.19 -2.81
C 0.77 1.67 2.84
H -2.29 0.13 -2.72
C 0.28 3.74 -4.59
H -1.84 3.35 -4.15
O 0.26 3.71 -0.25
H 0.10 1.91 3.74
H -4.78 -0.46 4.95
C 0.78 0.09 2.69
H 0.09 4.87 -4.65
H -4.49 0.80 0.97
H 1.98 2.61 -3.49
C 1.36 -2.37 -1.47
H -0.91 3.70 -2.62
H -0.13 -0.32 3.26
H 3.55 -5.63 -0.02
H -1.95 1.04 2.82
C 3.74 -4.22 2.19
H 1.73 -3.32 2.15
O -4.07 -2.02 0.42
I 2.78 2.31 3.48
H 2.96 -2.21 2.98
H -1.59 -2.31 0.49
H -3.34 1.44 5.90
C 2.62 -3.29 2.86
C 2.96 -2.49 -1.71
C -1.61 0.93 -2.25
H 0.21 3.33 -5.66
H 0.44 -0.92 -2.88
H 1.68 -0.30 3.31
C 1.78 3.55 -4.09
C -3.98 0.95 1.98
C -0.76 1.54 -3.47
H 3.13 -4.66 -2.33
H 1.89 -0.23 -2.03
H 0.34 1.27 -3.50
O 4.18 -5.25 2.72
H 3.49 -1.70 -1.08
H -3.12 2.18 4.25
C -0.84 3.15 -3.61
H -3.10 -0.50 4.24
H 0.89 -3.06 -2.27
C 0.95 -0.87 -1.86
H 4.66 -3.90 -1.65
O 4.19 -3.84 0.90
H 2.20 -4.40 0.31
H -3.67 -1.81 -1.68
O -4.67 0.10 2.92
H 2.19 4.47 -2.30
C -3.31 -1.43 -0.66
H -3.54 -0.30 -0.65
H 3.33 4.73 -3.51
H 2.90 1.17 0.05
N 2.32 4.70 -3.30
C 0.83 -0.58 1.27
C -1.75 -1.71 -0.49
C 3.53 -3.97 -1.52
```

Computed properties:
**Orbital gap**: 5.8 eV
**Total charge**: -1
**Spin multiplicity**: 1
**HOMO energy**: -3.99 eV

Results of the Mulliken charge analysis, in e, for atoms 1 through 5: 0.3182 -0.1851 -0.8823 0.2750 0.2405

=====

No. 6
# C30H40BN14PS2Ti

A structure of composition C30H40BN14PS2Ti at a distorted geometry (ωB97M-V/def2-TZVPD, the Open Molecules 2025 dataset).

```
89
C30H40BN14PS2Ti | the Open Molecules 2025 dataset | ωB97M-V/def2-TZVPD
H -3.64 -2.66 0.99
C 0.11 -3.58 -0.84
H 0.07 2.96 4.22
N -3.34 -0.82 4.51
H -1.02 0.27 -4.22
N 2.68 1.07 2.69
H 1.54 2.33 0.08
C 1.72 -2.99 3.49
C -2.46 -1.53 -1.15
H -0.18 3.95 -2.43
H 1.53 -1.46 5.12
H 2.01 -3.91 3.97
H 0.65 3.45 -3.91
H -1.63 1.74 -5.02
H 2.83 -0.87 -4.12
N -4.47 -2.27 2.88
N -0.20 1.43 1.40
H -1.05 3.96 -3.99
C -3.62 -1.90 -1.84
C 3.84 1.35 3.33
C 1.52 -2.73 2.13
C -3.30 -2.45 2.00
C -0.82 1.33 -4.40
H -3.01 1.29 1.88
H 2.55 3.18 -0.98
N -4.60 0.17 2.64
H -1.31 2.69 0.17
N 1.31 0.25 -1.34
C -1.95 2.01 -2.39
C 1.64 -0.71 -2.29
N 0.21 1.53 2.69
H 4.49 1.49 0.14
C -2.04 -0.84 3.83
H -0.63 -3.58 1.03
H -5.07 0.32 4.66
N 2.84 1.09 1.35
H -1.46 -1.68 4.21
N -0.69 2.04 -3.14
N 0.44 -2.33 -0.90
H -3.63 1.22 4.16
H -4.02 -2.90 -1.72
H 3.89 1.37 4.40
C -5.27 -1.12 2.46
C -4.18 0.29 4.04
H -5.15 -1.21 -3.19
C -3.66 0.28 -2.76
H -1.82 2.61 -1.49
C 1.90 1.38 -1.63
C 2.44 -0.30 -3.29
B 1.34 0.65 3.32
N 1.15 -1.48 1.91
C -0.19 2.70 3.21
C -0.90 3.39 2.25
H -3.80 0.25 0.69
H 1.39 0.88 4.51
H 1.83 -3.19 -3.84
H 0.12 1.42 -4.96
H -2.06 -2.31 -0.51
C -2.48 0.62 -2.08
S 2.83 1.36 -3.08
C 1.47 -1.77 4.09
C -3.46 0.31 1.73
H -1.48 0.07 4.09
C 1.14 -2.08 -2.08
P -2.14 -0.98 1.97
H -0.59 -5.11 0.30
C -4.06 -2.07 4.27
S 0.61 -4.53 -2.18
N 1.12 -0.88 3.13
H 1.67 -3.41 1.29
H -1.38 4.36 2.34
H 5.84 1.83 2.52
C -1.82 -0.27 -1.19
C 4.12 1.40 1.15
C -4.25 -0.97 -2.65
H -2.75 -3.33 2.35
C 4.81 1.58 2.37
H -5.53 -1.23 1.41
H -4.96 -2.06 4.89
C -0.86 2.55 1.14
N -0.65 -4.12 0.17
H -3.44 -2.91 4.58
C -0.30 3.42 -3.38
H -6.19 -1.12 3.05
C 1.32 -3.14 -2.89
Ti -0.03 -0.35 0.20
N 1.80 2.51 -0.88
H -4.11 1.02 -3.41
H -2.71 2.54 -2.99
```

Computed properties:
**Orbital gap (spin up / spin down)**: 5.8 / 8.1 eV
**Total charge**: 0
**⟨S²⟩**: 2.01
**Spin multiplicity**: 3
**HOMO energy (spin up / spin down)**: -5.51 / -7.82 eV

Results of the Mulliken charge analysis, in e, for atoms 1 through 5: 0.4528 -0.1825 0.5246 0.1679 0.2471